104
Properties=species:S:1:pos:R:3:forces:R:3:lowdin_charge:R:1 method="wB97M-V/def2-TZVPD" relative_energy_kj_mol=3530.7 energy_ha=-3515.05746 lumo_ev=-0.15 homo_lumo_gap_ev=7.528 homo_ev=-7.68
C -5.946 -26.473 -35.487 0.96 1.13 -1.47 -0.1522
C -4.972 -27.413 -35.979 1.69 -1.09 -0.72 -0.2334
N -4.148 -28.156 -36.323 -1.20 1.09 0.37 0.1617
H -5.697 -26.185 -34.466 0.56 -0.12 -0.99 0.0564
H -6.931 -26.939 -35.453 1.53 0.80 -0.81 0.0151
H -6.030 -25.587 -36.115 0.56 0.07 -0.18 0.1096
C -2.536 -28.572 -33.757 -0.46 -0.03 -0.90 -0.0020
C -3.802 -28.062 -33.213 6.96 -4.55 -3.98 -0.1402
N -4.746 -27.683 -32.806 1.05 -1.44 1.69 0.2018
H -2.181 -27.737 -34.361 0.74 0.00 0.34 0.0951
H -2.693 -29.336 -34.519 -0.73 0.01 0.01 0.0820
H -1.841 -29.050 -33.067 -0.15 0.88 0.46 0.0885
C -9.704 -28.384 -35.091 0.85 -3.57 -2.84 -0.1348
C -8.229 -28.394 -34.873 -1.93 -0.24 -2.14 -0.2755
N -7.097 -28.345 -34.695 -0.87 -3.33 -1.48 0.1335
H -10.028 -27.622 -35.800 -0.01 -0.15 0.20 0.1153
H -10.187 -28.333 -34.115 0.66 -2.12 -1.94 0.0094
H -9.912 -29.351 -35.550 0.06 -0.06 -0.40 0.0760
C -5.740 -29.707 -30.682 1.98 1.11 1.30 0.0236
C -5.973 -28.977 -29.389 -2.87 -1.65 2.14 -0.2096
N -6.155 -28.431 -28.358 -2.52 -5.59 -2.36 0.1504
H -5.647 -30.787 -30.574 0.11 0.34 0.34 0.1228
H -4.792 -29.290 -31.022 0.10 -0.34 -0.14 0.0768
H -6.464 -29.509 -31.473 1.30 1.03 1.35 0.0390
C -8.126 -29.580 -32.491 0.64 -0.41 -1.46 -0.3254
S -8.620 -30.607 -33.937 2.53 -3.50 1.43 0.9423
O -7.358 -31.352 -34.436 -1.67 1.20 0.59 -0.5295
C -9.557 -31.834 -32.985 -0.65 -0.28 0.32 -0.2107
H -7.289 -30.040 -31.967 -1.93 -0.57 -2.11 0.0230
H -8.983 -29.527 -31.820 2.39 -2.13 -0.57 -0.0447
H -7.893 -28.568 -32.821 -0.38 -1.80 0.71 -0.0076
H -9.079 -32.060 -32.032 0.04 0.09 -0.43 0.0393
H -9.716 -32.778 -33.505 0.36 0.28 -0.55 0.0592
H -10.534 -31.393 -32.782 0.11 -0.06 -0.04 0.0365
C -6.234 -26.176 -30.126 -1.09 -0.20 -2.02 -0.2303
S -7.670 -26.597 -31.212 4.22 1.53 0.25 1.0730
O -8.079 -27.934 -30.562 6.75 10.05 -7.76 -0.6206
C -6.795 -26.793 -32.813 -4.99 2.06 2.10 -0.2641
H -6.593 -25.831 -29.156 -0.47 0.26 -1.04 0.0652
H -5.645 -25.432 -30.663 -0.31 -0.93 0.51 0.0400
H -5.620 -27.051 -29.913 -1.11 1.40 -1.65 0.0118
H -7.405 -27.455 -33.428 0.43 2.12 1.09 -0.0098
H -5.832 -27.291 -32.704 -3.01 0.73 0.93 -0.1586
H -6.548 -25.877 -33.351 -0.88 0.50 1.51 0.0577
C -7.020 -23.637 -30.961 0.88 0.24 -0.86 -0.2203
S -8.052 -22.712 -32.170 0.70 4.96 4.13 0.9297
O -9.481 -23.003 -31.764 0.72 5.38 3.33 -0.5443
C -7.838 -21.002 -31.460 1.35 0.31 0.31 -0.2201
H -6.028 -23.221 -30.782 -0.23 1.01 0.18 0.0743
H -6.638 -24.554 -31.409 -1.23 0.63 -0.63 -0.0191
H -7.506 -23.886 -30.017 -0.35 0.37 -0.28 0.0893
H -7.954 -20.103 -32.065 -1.45 -0.57 -0.76 0.0497
H -6.794 -20.744 -31.284 0.56 -1.01 0.51 0.0395
H -8.366 -20.927 -30.509 -0.14 -0.12 -0.28 0.0566
C -10.106 -27.183 -30.470 -3.31 0.63 1.26 -0.2056
S -10.112 -28.236 -31.983 -4.48 1.64 1.17 1.0015
O -10.700 -29.632 -31.602 -1.16 2.69 -1.46 -0.4723
C -11.430 -27.459 -32.870 -4.81 -0.11 2.57 -0.2496
H -9.674 -26.189 -30.585 -0.80 -0.31 -0.43 0.0215
H -9.474 -27.613 -29.693 -1.99 0.36 0.06 0.0608
H -11.139 -27.037 -30.157 -0.24 -0.10 -0.03 0.0824
H -12.347 -27.578 -32.293 -0.32 -0.43 0.27 0.0731
H -11.538 -28.049 -33.780 -0.83 0.33 0.36 0.0775
H -11.262 -26.408 -33.105 -1.69 -0.57 1.29 0.0808
C -8.720 -31.953 -28.809 0.50 -0.57 -0.91 -0.0005
C -8.320 -30.983 -29.904 -0.56 1.54 -0.19 -0.3797
O -7.612 -31.282 -30.878 -1.24 -2.28 3.15 -0.0865
C -8.878 -29.579 -29.742 -1.94 -6.78 4.30 -0.0885
H -8.678 -32.947 -29.254 -0.18 -0.20 0.17 0.0810
H -9.715 -31.717 -28.431 0.20 -0.05 0.04 0.0839
H -7.978 -31.948 -28.011 -0.04 0.23 0.15 0.0871
H -9.796 -29.433 -30.310 0.61 -1.13 1.24 0.0237
H -8.241 -28.749 -30.047 0.02 -6.51 4.05 -0.2355
H -9.144 -29.419 -28.697 -0.14 -0.28 0.41 0.1095
C -3.623 -24.318 -27.292 -0.04 -0.35 0.05 0.0029
C -4.256 -25.304 -28.239 -1.77 0.62 -1.14 -0.3733
O -4.227 -25.099 -29.464 0.50 1.08 3.93 -0.0752
C -5.213 -26.424 -27.722 2.15 2.61 0.63 -0.0904
H -2.568 -24.581 -27.205 0.13 0.09 0.16 0.0944
H -4.091 -24.360 -26.309 0.12 -0.09 0.01 0.0830
H -3.703 -23.305 -27.686 0.08 -0.11 -0.13 0.0879
H -5.378 -27.189 -28.480 0.62 2.18 2.12 -0.0635
H -6.163 -25.909 -27.575 -0.01 -0.08 0.67 0.1044
H -4.873 -26.869 -26.787 -0.06 0.00 -0.02 0.1129
C -3.021 -26.536 -31.176 0.87 1.19 -0.25 -0.0348
C -2.769 -27.812 -30.419 2.24 0.19 -0.42 -0.4035
O -1.718 -28.451 -30.622 -2.34 0.64 0.57 0.0384
C -3.738 -28.069 -29.295 2.93 -0.63 -0.59 -0.0515
H -3.893 -26.564 -31.829 0.70 0.71 1.35 0.0489
H -2.174 -26.207 -31.777 0.28 -0.64 -0.29 0.1027
H -3.177 -25.686 -30.512 0.56 -0.80 -0.29 0.0548
H -4.793 -27.952 -29.544 3.08 0.37 -0.57 -0.0229
H -3.446 -27.371 -28.511 0.18 -0.31 -0.23 0.1013
H -3.610 -29.073 -28.889 0.12 -0.02 -0.09 0.1255
C -9.352 -24.704 -32.782 -1.09 -4.41 -2.73 -0.1539
C -9.311 -25.711 -33.937 -0.18 -0.91 1.22 -0.3216
O -9.932 -26.797 -33.940 6.24 9.38 -0.77 -0.3129
C -8.429 -25.391 -35.087 -1.41 0.43 0.51 0.0055
H -9.126 -25.234 -31.857 -0.48 0.66 -0.65 0.0075
H -10.341 -24.250 -32.710 -0.13 -0.86 -0.66 0.1273
H -8.647 -23.881 -32.902 -0.59 -4.22 -3.51 -0.0958
H -8.623 -24.341 -35.307 0.19 -0.05 -0.71 0.1174
H -8.749 -26.147 -35.803 0.64 0.77 -0.79 0.0991
H -7.397 -25.527 -34.762 -1.28 0.77 -0.17 0.0294